This record from the OMol25 dataset describes a structure of composition C5H11NO2 in a non-equilibrium geometry. The level of theory is ωB97M-V/def2-TZVPD.

## Properties
- LUMO level: -0.42 eV
- Frontier orbital gap: 9.0 eV
- Energy above the lowest of the compared OMol25 structures with the same formula, charge and spin: 166.4 kcal/mol
- Strongest force on any atom: 4.19 eV/Å

Geometry as ORCA input:
```
! RIJCOSX wB97M-V def2-TZVPD def2/J DEFGRID3
* xyz 0 1
H 1.5251 0.9597 -0.1690
H -0.3794 1.8254 -1.1564
C 1.2097 -1.5298 0.4022
C 0.6665 0.8321 0.4604
C 0.0887 -0.6129 0.1456
H 0.9119 -2.0686 1.3184
H -0.8852 -0.8285 0.6223
O -1.9757 1.1991 1.7513
H 0.8360 1.0463 1.4955
N -0.4345 -0.7255 -1.2464
O 1.5033 -2.3373 -1.2414
C -0.4362 1.8601 -0.0467
H 1.9661 -0.8569 0.1056
H 0.3774 -1.3126 -1.6227
H -0.3419 3.0032 0.0990
H -1.2288 -1.2806 -1.2152
H 1.0939 -2.5080 -0.2909
C -1.7943 1.6073 0.6119
H -2.7026 1.7275 -0.0235
*
```

***

This record from the OMol25 dataset describes the molecule C5H11NO2 in a non-equilibrium geometry. The level of theory is ωB97M-V/def2-TZVPD.

## Properties
- LUMO level: 0.70 eV
- Frontier orbital gap: 9.5 eV
- Energy above the lowest of the compared OMol25 structures with the same formula, charge and spin: 80.9 kcal/mol
- SMILES: C=C(C)[C@H](O)NCO
- Strongest force on any atom: 6.30 eV/Å

Geometry as ORCA input:
```
! RIJCOSX wB97M-V def2-TZVPD def2/J DEFGRID3
* xyz 0 1
H 2.8456 -0.7013 -0.9278
H -1.8333 1.8323 -0.0227
H -3.0915 0.8701 0.7672
C -2.2050 -1.2311 -0.5943
O 3.0035 0.9147 0.3602
H -1.7842 -2.0545 -1.1657
H 2.8437 0.9239 -1.6673
H -3.2891 -1.2499 -0.4682
H 0.5347 -1.5230 -0.4869
H 2.5491 0.4664 1.0946
N 0.7662 0.5031 -0.8390
O 0.7749 -0.4926 1.2812
C -2.0083 0.9476 0.5979
H 0.3384 -1.2303 1.7362
C 2.5253 0.3362 -0.8092
C -1.4464 -0.2802 -0.0466
H 0.6532 1.3804 -0.3353
H -1.5475 1.1242 1.5749
C 0.3707 -0.5358 -0.0491
*
```

***

This record from the OMol25 dataset describes a cluster of 2 separate species, C5H11NO2 in total in a non-equilibrium geometry. The level of theory is ωB97M-V/def2-TZVPD.

## Properties
- LUMO level: 0.91 eV
- Frontier orbital gap: 9.3 eV
- Energy above the lowest of the compared OMol25 structures with the same formula, charge and spin: 42.1 kcal/mol
- SMILES: CC(=O)CO.C=CN
- Strongest force on any atom: 2.82 eV/Å

Geometry as ORCA input:
```
! RIJCOSX wB97M-V def2-TZVPD def2/J DEFGRID3
* xyz 0 1
C -1.5066 -1.3163 0.4599
H -2.0843 -1.9951 -0.1628
H 2.1611 -2.3796 -0.3026
C -1.2949 1.2557 0.6115
H -1.2339 2.0787 -1.1062
C 1.7519 -0.3575 -0.7237
H -0.5096 1.2196 1.3729
H -2.2663 1.2758 1.1288
H 1.4878 1.6443 -1.0092
H 1.3653 -0.5429 -1.7170
O -1.4111 0.1171 -1.4682
H -0.5331 -1.7728 0.6447
O -1.1531 2.3939 -0.1860
H 2.5136 -1.1926 1.0542
N 1.6417 0.9454 -0.3008
C -1.2623 -0.0323 -0.2710
C 2.0930 -1.3762 0.0777
H -1.9902 -1.1713 1.4217
H 2.2308 1.2062 0.4765
*
```

***

This record from the OMol25 dataset describes a cluster of 2 separate species, C5H11NO2 in total in a non-equilibrium geometry. The level of theory is ωB97M-V/def2-TZVPD.

## Properties
- LUMO level: 0.94 eV
- Frontier orbital gap: 11.0 eV
- Energy above the lowest of the compared OMol25 structures with the same formula, charge and spin: 37.9 kcal/mol
- SMILES: [H]/N=C\C.CC(=O)CO
- Strongest force on any atom: 2.24 eV/Å

Geometry as ORCA input:
```
! RIJCOSX wB97M-V def2-TZVPD def2/J DEFGRID3
* xyz 0 1
C -0.7283 -1.7011 1.1475
C -0.5502 -1.1080 -0.2139
H -0.1360 -0.5776 -2.3835
O -1.3912 -0.4670 -0.8084
C -0.1348 2.6103 -0.1728
N 0.7531 1.0954 1.5788
H 1.5876 -1.4994 -0.4777
O 0.7087 -1.0538 -2.2810
C 0.6548 -1.6643 -1.0274
H -1.7317 -1.5161 1.5225
H -0.0213 -1.1980 1.8089
C 0.6435 1.4664 0.3833
H 1.1304 0.7856 -0.3651
H -0.5432 3.2351 0.6218
H -0.5013 -2.7634 1.1542
H 0.4910 3.2145 -0.8282
H 0.2257 1.6690 2.2412
H 0.5065 -2.7494 -1.1346
H -0.9633 2.2218 -0.7654
*
```

***

Question: The highest frontier orbital gap belongs to which entry?
Answer: number 4

***

Question: The lowest energy above the lowest of the compared OMol25 structures with the same formula, charge and spin belongs to which entry?
Answer: number 4

***

Question: What is the formula in the fourth record?
Answer: C5H11NO2

***

What did the second record say?
This record from the OMol25 dataset describes the molecule C5H11NO2 in a non-equilibrium geometry. The level of theory is ωB97M-V/def2-TZVPD.

## Properties
- LUMO level: 0.70 eV
- Frontier orbital gap: 9.5 eV
- Energy above the lowest of the compared OMol25 structures with the same formula, charge and spin: 80.9 kcal/mol
- SMILES: C=C(C)[C@H](O)NCO
- Strongest force on any atom: 6.30 eV/Å

Geometry as ORCA input:
```
! RIJCOSX wB97M-V def2-TZVPD def2/J DEFGRID3
* xyz 0 1
H 2.8456 -0.7013 -0.9278
H -1.8333 1.8323 -0.0227
H -3.0915 0.8701 0.7672
C -2.2050 -1.2311 -0.5943
O 3.0035 0.9147 0.3602
H -1.7842 -2.0545 -1.1657
H 2.8437 0.9239 -1.6673
H -3.2891 -1.2499 -0.4682
H 0.5347 -1.5230 -0.4869
H 2.5491 0.4664 1.0946
N 0.7662 0.5031 -0.8390
O 0.7749 -0.4926 1.2812
C -2.0083 0.9476 0.5979
H 0.3384 -1.2303 1.7362
C 2.5253 0.3362 -0.8092
C -1.4464 -0.2802 -0.0466
H 0.6532 1.3804 -0.3353
H -1.5475 1.1242 1.5749
C 0.3707 -0.5358 -0.0491
*
```